(1)
The following is a quantum chemistry calculation of a structure of composition C6H12O2 at a distorted geometry, from OMol25.

Last column: Mulliken charge in e.
Atoms and positions in Å:
C 0.28 0.54 -0.51  1.0352
C 0.83 0.74 0.91  -0.9227
C 1.33 0.10 -1.52  -1.6497
C -2.05 -0.22 0.34  -1.2971
C 0.56 -0.65 1.50  -1.0935
C -0.69 -0.63 -0.16  0.8446
O -0.40 1.71 -0.95  -0.5783
O -0.54 -1.83 -0.66  -0.7560
H -0.57 1.64 -1.89  0.3829
H 1.88 1.03 0.92  0.3786
H 0.24 1.50 1.41  0.3432
H 0.86 -0.20 -2.46  0.4353
H 1.88 -0.77 -1.16  0.3356
H 2.03 0.92 -1.69  0.4333
H -2.51 -1.04 0.89  0.3431
H -2.66 -0.02 -0.55  0.3834
H -2.02 0.69 0.94  0.3229
H -0.10 -0.70 2.36  0.3935
H 1.48 -1.20 1.70  0.3800
H 0.16 -1.60 0.59  0.2859

The energy above the lowest of the compared OMol25 structures with the same formula, charge and spin comes out at 92.3 kcal per mole. As for the total charge: 0. For the LUMO energy, the calculation gives 0.82 eV.

(2)
The following is a quantum chemistry calculation of the ion C4H8N3 with charge +1 at a distorted geometry, from OMol25.

Last column: Mulliken charge in e.
Atoms and positions in Å:
C 1.49 -0.95 0.17  -0.8318
C 0.06 -0.56 -0.04  0.4298
N -0.98 -1.41 -0.12  -0.0859
C -2.08 -0.60 -0.20  -0.0621
N -1.80 0.65 -0.16  -0.6801
N -0.40 0.66 -0.02  0.6116
C 0.46 1.84 0.04  -0.8681
H 1.97 -1.35 -0.73  0.3151
H 1.57 -1.59 0.97  0.3700
H 1.83 0.12 0.32  0.1846
H -0.97 -2.42 -0.16  0.2154
H -3.16 -0.95 -0.37  0.3818
H 0.68 2.11 1.15  0.3521
H -0.05 2.70 -0.31  0.2897
H 1.39 1.73 -0.54  0.3780

The energy above the lowest of the compared OMol25 structures with the same formula, charge and spin comes out at 43.2 kcal per mole. As for the total charge: +1. For the LUMO energy, the calculation gives -3.27 eV. The SMILES is Cc1[nH+]cnn1C.

(3)
The following is a quantum chemistry calculation of a structure of composition C46H58CsGeN4O3S2 at a distorted geometry, from OMol25.

Last column: Mulliken spin population.
Atoms and positions in Å:
Cs -1.46 1.22 0.31  -0.1210
C 1.49 0.79 -2.59  -0.0104
C 0.20 0.86 -3.19  0.0056
C -0.17 2.24 -3.21  0.0041
C 0.91 2.95 -2.62  0.0016
C 1.93 2.07 -2.24  0.0071
C 3.29 2.46 -1.68  0.0010
C 3.86 1.34 -0.82  0.0011
C 4.27 2.73 -2.83  -0.0002
C 3.17 3.73 -0.83  0.0000
C -1.37 3.02 -3.78  -0.0003
C -2.73 2.34 -3.61  -0.0006
C -1.48 4.38 -3.08  -0.0004
C -1.15 3.30 -5.28  -0.0001
C -0.50 -0.40 -3.71  -0.0070
C -1.72 -0.78 -2.85  -0.0633
C -0.91 -0.29 -5.18  0.0036
C 0.46 -1.60 -3.64  0.0158
H 2.05 -0.12 -2.42  -0.0047
H 0.93 4.02 -2.47  -0.0001
H 4.00 0.43 -1.41  0.0003
H 3.18 1.12 0.01  0.0000
H 4.84 1.63 -0.40  0.0004
H 4.38 1.84 -3.45  0.0001
H 5.27 3.02 -2.46  0.0000
H 3.90 3.54 -3.47  0.0001
H 2.46 3.57 -0.02  0.0000
H 2.83 4.57 -1.43  0.0001
H 4.15 3.99 -0.39  0.0000
H -2.90 2.07 -2.56  0.0008
H -2.84 1.45 -4.22  0.0001
H -3.53 3.04 -3.88  0.0002
H -1.56 4.28 -2.00  -0.0008
H -2.40 4.89 -3.41  0.0002
H -0.64 5.02 -3.33  0.0003
H -1.06 2.39 -5.86  -0.0001
H -0.22 3.87 -5.41  0.0001
H -1.98 3.90 -5.69  0.0001
H -2.44 0.02 -2.77  0.0118
H -1.38 -1.04 -1.84  0.0607
H -2.23 -1.67 -3.26  -0.0026
H -1.67 0.47 -5.35  -0.0007
H -1.30 -1.24 -5.55  -0.0004
H -0.04 -0.02 -5.78  0.0003
H 0.76 -1.82 -2.62  0.0029
H 1.35 -1.42 -4.24  -0.0009
H -0.04 -2.49 -4.04  0.0005
N -1.89 0.24 3.12  -0.0010
C -3.24 0.48 3.66  0.0015
C -3.89 1.74 3.06  0.0003
O -4.25 2.62 3.89  0.0001
N -4.00 1.70 1.76  0.0005
C -4.51 2.90 1.11  0.0012
C -3.50 3.60 0.18  -0.0018
O -3.94 4.13 -0.85  0.0019
O -2.28 3.59 0.55  0.0086
H -1.50 -0.61 3.52  -0.0049
H -1.27 1.00 3.39  0.0004
H -3.24 0.59 4.75  0.0002
H -3.86 -0.39 3.40  0.0002
H -4.83 3.66 1.83  0.0001
H -5.37 2.66 0.48  -0.0001
C -0.15 4.95 2.27  -0.0021
C 0.86 4.17 3.04  0.0005
N 1.22 2.95 2.79  -0.0012
C 2.19 2.52 3.67  0.0004
C 2.56 3.42 4.62  0.0001
S 1.68 4.87 4.40  0.0000
C 2.77 1.17 3.54  0.0027
C 3.55 0.55 4.47  -0.0008
S 4.12 -0.94 3.85  0.0011
C 3.26 -0.64 2.38  0.0016
N 2.60 0.47 2.37  0.0114
C 3.27 -1.61 1.24  -0.0118
H -0.66 4.32 1.54  -0.0002
H 0.33 5.78 1.75  0.0001
H -0.91 5.35 2.94  -0.0001
H 3.31 3.31 5.38  0.0000
H 3.81 0.89 5.46  0.0002
H 3.90 -2.47 1.46  0.0005
H 3.63 -1.11 0.34  0.0014
H 2.25 -1.95 1.05  0.1258
C -2.77 -2.42 0.79  0.0536
Ge -0.81 -2.33 0.71  0.3469
C -0.29 -3.70 -0.60  0.1204
C -1.17 -4.09 -1.61  0.0446
C -0.79 -5.00 -2.58  -0.0184
C 0.50 -5.52 -2.59  0.0327
C 1.39 -5.14 -1.59  -0.0122
C 1.00 -4.24 -0.62  0.0180
C -0.18 -3.03 2.46  0.0352
C 0.48 -2.15 3.28  0.2222
C 0.92 -2.51 4.58  0.0045
C 0.70 -3.76 5.05  0.0039
C 0.03 -4.72 4.24  0.0001
C -0.20 -6.03 4.72  0.0026
C -0.84 -6.96 3.96  -0.0017
C -1.30 -6.61 2.67  -0.0043
C -1.09 -5.36 2.18  -0.0298
C -0.42 -4.36 2.95  0.0008
H -3.06 -3.45 1.03  0.0191
H -3.22 -2.11 -0.15  -0.0114
H -3.13 -1.74 1.56  0.0249
H -2.18 -3.69 -1.63  0.0068
H -1.49 -5.28 -3.36  -0.0006
H 0.81 -6.21 -3.36  0.0021
H 2.40 -5.54 -1.59  -0.0010
H 1.71 -3.96 0.16  -0.0033
H 0.67 -1.14 2.94  0.0853
H 1.43 -1.77 5.18  0.0017
H 1.03 -4.05 6.04  -0.0002
H 0.15 -6.28 5.72  0.0005
H -1.01 -7.96 4.34  -0.0006
H -1.81 -7.35 2.06  -0.0005
H -1.43 -5.10 1.19  0.0163

The energy above the lowest of the compared OMol25 structures with the same formula, charge and spin comes out at 16.4 kcal per mole. As for the total charge: -2. For the LUMO energy (spin up / spin down), the calculation gives 3.22 / 2.62 eV. As for the spin multiplicity: 2.

(4)
The following is a quantum chemistry calculation of the molecule C4H11NO at a distorted geometry, from OMol25.

Last column: Mulliken charge in e.
Atoms and positions in Å:
C 0.93 -0.20 1.21  -1.5004
C 0.23 -0.20 -0.14  1.3982
C 0.52 1.09 -0.90  -1.5260
N 0.69 -1.33 -0.93  -0.7158
C -1.39 -0.22 0.03  -0.7746
O -1.85 0.46 1.19  -0.5262
H 0.68 -1.09 1.79  0.3825
H 0.65 0.68 1.80  0.2839
H 2.02 -0.17 1.09  0.4171
H 0.21 1.98 -0.35  0.3421
H 0.08 1.10 -1.90  0.3859
H 1.66 1.18 -1.05  0.3431
H 0.20 -1.39 -1.82  0.2436
H 0.54 -2.20 -0.42  0.2835
H -1.71 -1.26 0.13  0.3394
H -1.91 0.19 -0.85  0.3019
H -1.56 1.39 1.14  0.3218

The energy above the lowest of the compared OMol25 structures with the same formula, charge and spin comes out at 18.6 kcal per mole. As for the total charge: 0. For the LUMO energy, the calculation gives 0.84 eV. The SMILES is CC(C)(N)CO.

(5)
The following is a quantum chemistry calculation of a cluster of 3 separate species, C13H33N6O3S in total at a distorted geometry, from OMol25.

Last column: Mulliken charge in e.
Atoms and positions in Å:
N -6.24 -2.71 0.37  -0.2659
C -5.84 -3.73 0.12  0.3580
O -4.94 -4.71 -0.11  -0.1709
N -4.42 -4.52 -1.41  -0.2664
C -3.20 -3.78 -1.34  0.1237
N -2.43 -3.88 -2.38  -0.1630
N -2.82 -2.96 -0.30  -0.1133
C -2.04 -3.66 0.78  -0.4934
C -1.11 -2.68 1.57  -0.5692
C -0.94 -1.28 0.92  -0.6070
S -0.14 -0.08 2.08  -0.1648
H -5.09 -3.89 -1.88  0.3729
H -1.49 -3.51 -2.42  0.2431
H -2.81 -4.30 -3.23  0.2858
H -3.61 -2.45 0.09  0.3201
H -2.72 -4.13 1.52  0.1974
H -1.46 -4.49 0.30  0.4690
H -0.11 -3.17 1.63  0.2748
H -1.44 -2.59 2.63  0.4326
H -0.26 -1.37 0.04  0.2233
H -1.90 -0.81 0.63  0.4427
H -0.86 1.08 1.93  0.0205
C -0.40 6.67 0.65  -1.3926
C 0.58 5.52 0.37  0.3615
C -0.12 4.18 0.07  -0.7816
O -0.64 3.52 1.22  -0.2185
C -1.90 4.00 1.65  -0.7451
N 1.51 5.41 1.49  -0.7221
H -0.83 6.61 1.65  0.2811
H 0.12 7.63 0.58  0.3563
H -1.21 6.68 -0.08  0.3411
H 1.15 5.80 -0.52  0.4109
H 0.63 3.50 -0.34  0.3353
H -0.90 4.30 -0.69  0.4028
H -2.53 4.31 0.82  0.3503
H -1.78 4.82 2.36  0.2421
H -2.40 3.18 2.18  0.2414
H 2.22 4.72 1.27  0.2586
H 1.00 4.99 2.27  0.3218
C 5.23 -1.52 -1.10  -1.4403
C 4.23 -1.03 -0.06  0.2328
C 2.87 -1.73 -0.13  -0.4977
O 2.03 -1.30 -1.20  -0.2439
C 2.32 -1.88 -2.45  -0.8389
N 4.10 0.43 -0.18  -0.7077
H 5.02 -1.13 -2.10  0.2821
H 6.24 -1.20 -0.84  0.3674
H 5.23 -2.61 -1.16  0.3414
H 4.66 -1.24 0.92  0.4395
H 2.32 -1.49 0.79  0.1720
H 2.98 -2.82 -0.15  0.4563
H 2.65 -2.92 -2.35  0.3980
H 3.07 -1.30 -2.99  0.2403
H 1.40 -1.87 -3.05  0.2199
H 3.51 0.77 0.58  0.2697
H 3.54 0.61 -1.02  0.3156

As for the total charge: +1. For the LUMO energy, the calculation gives -4.97 eV.

(6)
The following is a quantum chemistry calculation of a cluster of 2 separate species, CH2NO3S in total at a distorted geometry, from OMol25.

Last column: Mulliken charge in e.
Atoms and positions in Å:
C -1.56 0.67 0.46  0.1451
N -2.00 0.51 -0.83  -0.3423
O 2.42 -1.95 0.68  -0.5176
O 3.15 -1.19 -1.65  -0.5318
O -1.60 1.74 -0.42  -0.2080
S 2.45 -0.93 -0.38  0.0661
H -2.31 0.66 1.29  0.1782
H -0.54 0.47 0.84  0.2103

The energy above the lowest of the compared OMol25 structures with the same formula, charge and spin comes out at 113.8 kcal per mole. As for the total charge: -1. For the LUMO energy (spin up / spin down), the calculation gives 3.56 / 2.79 eV.

(7)
The following is a quantum chemistry calculation of a structure of composition C41H33AsBrN6O7Ti at a distorted geometry, from OMol25.

Last column: Mulliken charge in e.
Atoms and positions in Å:
Ti 0.23 -0.04 -0.62  0.0318
Br -6.99 1.44 -4.76  -0.1548
C -5.74 2.85 -4.58  0.0530
C -5.21 3.13 -3.33  -0.6312
C -4.27 4.14 -3.20  -0.1130
C -3.89 4.87 -4.32  0.1235
C -4.48 4.63 -5.56  -0.2184
C -5.39 3.59 -5.70  -0.5015
N -2.97 5.96 -4.29  -0.3256
N -1.94 5.97 -3.63  -0.5224
C -1.43 4.83 -2.92  -0.0824
C -1.14 4.99 -1.59  -0.9755
C -0.60 3.93 -0.83  -0.1592
C -0.34 2.74 -1.45  0.2717
O 0.17 1.70 -0.74  -0.2263
C -0.60 2.54 -2.83  0.3624
N -0.36 1.31 -3.35  -0.1802
C -0.54 1.14 -4.64  -0.0739
C -0.95 2.18 -5.51  -1.1981
C -1.23 3.41 -4.98  -0.6123
C -1.11 3.61 -3.59  0.4711
H -5.53 2.57 -2.46  0.4543
H -3.87 4.38 -2.22  0.4942
H -4.21 5.24 -6.40  0.4966
H -5.84 3.38 -6.66  0.4463
H -1.36 5.94 -1.11  0.4745
H -0.39 4.07 0.22  0.4642
H -0.36 0.15 -5.04  0.5008
H -1.03 1.99 -6.57  0.4290
H -1.53 4.22 -5.63  0.6442
C 1.95 -6.74 -1.65  -0.5054
C 2.77 -5.65 -1.89  -0.8927
C 2.46 -4.41 -1.35  -0.2005
C 1.33 -4.27 -0.55  0.6971
C 0.50 -5.36 -0.32  -0.2650
C 0.82 -6.59 -0.87  -0.8245
As 1.05 -2.55 0.32  0.7667
C -0.23 -3.01 1.69  -0.2168
C -1.61 -3.03 1.59  -0.2378
C -2.36 -3.41 2.70  -0.8673
C -1.72 -3.76 3.88  -0.8820
C -0.34 -3.72 3.99  -0.4051
C 0.42 -3.33 2.89  0.3320
C 1.89 -3.16 2.87  1.1314
C 2.76 -3.43 3.93  -0.3245
C 4.11 -3.17 3.78  -0.8128
C 4.62 -2.63 2.60  -0.7862
C 3.76 -2.37 1.54  -0.7189
C 2.41 -2.64 1.68  -0.3413
H 2.20 -7.70 -2.07  0.4117
H 3.66 -5.76 -2.51  0.4167
H 3.11 -3.56 -1.55  0.3918
H -0.39 -5.26 0.30  0.4121
H 0.17 -7.44 -0.69  0.4270
H -2.11 -2.77 0.66  0.4511
H -3.43 -3.44 2.63  0.4838
H -2.31 -4.06 4.74  0.4300
H 0.14 -3.98 4.92  0.4296
H 2.39 -3.84 4.85  0.4630
H 4.79 -3.38 4.60  0.4207
H 5.67 -2.42 2.51  0.4576
H 4.16 -1.95 0.62  0.4729
C 1.81 3.69 1.93  -1.1658
C 2.39 2.70 2.93  -1.1745
C 1.59 1.39 3.04  2.6445
C 2.27 0.44 4.09  -0.7853
C 1.31 -0.40 4.91  -1.3834
C 0.18 1.72 3.52  -0.7014
O -0.03 2.36 4.51  -0.5758
N -0.92 1.30 2.73  0.2580
C -0.79 0.55 1.62  -0.1208
O -1.64 0.32 0.74  -0.6511
N 0.43 0.05 1.35  1.7098
C 1.59 0.68 1.70  -0.6213
O 2.50 0.63 0.89  -0.7054
H 2.42 4.58 1.89  0.5380
H 0.81 3.99 2.22  0.3014
H 1.78 3.27 0.92  0.1406
H 2.42 3.14 3.93  0.5631
H 3.41 2.43 2.65  0.4295
H 2.87 1.08 4.74  0.5652
H 2.97 -0.20 3.55  0.2259
H 0.76 0.22 5.63  0.4722
H 1.86 -1.15 5.46  0.4658
H 0.58 -0.92 4.28  0.2301
H -1.83 1.65 3.01  0.3511
O -0.71 -1.20 -1.86  -0.3452
N 0.40 -1.44 -2.50  1.1524
O 0.51 -2.31 -3.28  -0.5415
O 1.33 -0.64 -2.15  -0.3336

The energy above the lowest of the compared OMol25 structures with the same formula, charge and spin comes out at 41.8 kcal per mole. As for the total charge: +1. For the LUMO energy, the calculation gives -4.20 eV.